*i*
ORCA calculation (ωB97M-V/def2-TZVPD) on C3H6ClF in the gas phase.

Output
Gap between HOMO and LUMO   11.67 eV
Total charge   0
Highest occupied orbital energy   -0.394 Ha
Structure (SMILES)   FCCCCl

XYZ file:
```
11
C3H6ClF, DFT ωB97M-V/def2-TZVPD
Cl -0.36 -1.23 -1.42
F -0.43 2.14 0.87
C -0.39 -0.99 0.38
C 0.74 -0.14 0.90
C 0.79 1.38 0.63
H 1.47 1.80 1.36
H 0.74 -0.27 1.97
H 1.09 1.54 -0.49
H 1.70 -0.52 0.69
H -0.47 -1.98 0.66
H -1.42 -0.52 0.69
```

From a Mulliken analysis of the wavefunction, the atomic charges in e read:
1 Cl -0.222
2 F -0.318
3 C -0.534
4 C -0.604
5 C -0.198
6 H 0.255
7 H 0.344
8 H 0.237
9 H 0.382
10 H 0.390
11 H 0.269

***

*ii*
ORCA calculation (ωB97M-V/def2-TZVPD) on C3H6ClF in the gas phase.

Output
Gap between HOMO and LUMO   11.66 eV
Total charge   0
Highest occupied orbital energy   -0.392 Ha
Structure (SMILES)   C[C@@H](Cl)CF

XYZ file:
```
11
C3H6ClF, DFT ωB97M-V/def2-TZVPD
Cl 0.43 -0.05 1.52
F 0.71 -0.03 -1.71
C -1.22 -0.98 -0.49
C -0.60 0.24 0.18
C 0.30 0.95 -0.88
H -0.54 -1.86 -0.57
H -2.05 -1.54 0.11
H -0.16 1.66 -1.45
H 1.18 1.40 -0.39
H -1.41 0.92 0.57
H -1.54 -0.80 -1.47
```

From a Mulliken analysis of the wavefunction, the atomic charges in e read:
1 Cl -0.206
2 F -0.281
3 C -1.225
4 C 0.339
5 C -0.507
6 H 0.334
7 H 0.309
8 H 0.312
9 H 0.338
10 H 0.259
11 H 0.328

***

*iii*
ORCA calculation (ωB97M-V/def2-TZVPD) on C3H6ClF in the gas phase.

Output
Gap between HOMO and LUMO   11.73 eV
Total charge   0
Highest occupied orbital energy   -0.397 Ha
Structure (SMILES)   C[C@@H](Cl)CF

XYZ file:
```
11
C3H6ClF, DFT ωB97M-V/def2-TZVPD
Cl -0.17 -0.61 2.08
F -0.49 1.66 0.29
C 1.18 -0.27 -0.19
C -1.09 0.45 -0.31
C -0.20 -0.70 0.28
H 1.09 0.18 -1.19
H -0.57 -1.56 -0.14
H 1.92 -0.99 0.04
H -2.14 0.50 0.16
H -0.88 0.62 -1.38
H 1.35 0.74 0.37
```

From a Mulliken analysis of the wavefunction, the atomic charges in e read:
1 Cl -0.176
2 F -0.306
3 C -1.164
4 C -0.363
5 C 0.092
6 H 0.330
7 H 0.408
8 H 0.328
9 H 0.257
10 H 0.252
11 H 0.342

***

It comes down to *i*, which is 0.061 eV more stable than the next structure.

***

*i*
ORCA calculation (ωB97M-V/def2-TZVPD) on 2 unconnected molecules or ions with the total composition C2H4O3.

Output
Gap between HOMO and LUMO (alpha / beta)   4.57 / 8.51 eV
Total charge   0
Spin multiplicity   3
Highest occupied orbital energy (alpha / beta)   -0.151 / -0.488 Ha

XYZ file:
```
9
C2H4O3, DFT ωB97M-V/def2-TZVPD
O 2.08 -0.68 -0.23
O -0.87 0.84 -0.16
O 2.54 1.54 0.11
C -1.03 -0.55 0.11
C 2.38 0.42 -0.06
H -1.42 -0.66 1.16
H -1.90 -0.88 -0.52
H 0.01 -1.04 -0.23
H -1.80 1.01 -0.17
```

From a Mulliken analysis of the wavefunction, the atomic charges in e read:
1 O -0.385
2 O -0.297
3 O -0.270
4 C -1.334
5 C 0.479
6 H 0.635
7 H 0.664
8 H 0.142
9 H 0.365

***

*ii*
ORCA calculation (ωB97M-V/def2-TZVPD) on 2 unconnected molecules or ions with the total composition C2H4O3.

Output
Gap between HOMO and LUMO (alpha / beta)   6.01 / 8.09 eV
Total charge   0
Spin multiplicity   3
Highest occupied orbital energy (alpha / beta)   -0.194 / -0.416 Ha

XYZ file:
```
9
C2H4O3, DFT ωB97M-V/def2-TZVPD
O 1.21 0.30 0.93
O -1.59 -0.41 0.26
O 1.04 -1.58 -0.56
C 0.70 0.92 -0.34
C 1.02 -0.45 -0.16
H -1.15 -1.16 0.54
H 1.48 1.64 -0.74
H -0.24 1.41 -0.18
H -2.48 -0.67 0.26
```

From a Mulliken analysis of the wavefunction, the atomic charges in e read:
1 O -0.337
2 O -0.543
3 O -0.324
4 C -0.215
5 C 0.465
6 H 0.261
7 H 0.206
8 H 0.207
9 H 0.279

***

It comes down to *i*, which is 0.423 eV more stable than the next structure.

***

*i*
ORCA calculation (ωB97M-V/def2-TZVPD) on 2 unconnected molecules or ions with the total composition H4NOPS2.

Output
Gap between HOMO and LUMO   8.39 eV
Total charge   0
Highest occupied orbital energy   -0.330 Ha

XYZ file:
```
9
H4NOPS2, DFT ωB97M-V/def2-TZVPD
S 2.20 0.14 0.40
S -0.52 -1.98 -0.12
P 0.32 -0.03 -0.08
O -0.06 0.53 -1.52
N -0.76 0.76 0.92
H -1.70 0.82 0.55
H 0.05 -2.31 1.03
H 0.88 0.42 -2.46
H -0.42 1.64 1.28
```

From a Mulliken analysis of the wavefunction, the atomic charges in e read:
1 S -0.388
2 S -0.267
3 P 0.632
4 O -0.591
5 N -0.528
6 H 0.273
7 H 0.180
8 H 0.426
9 H 0.262

***

*ii*
ORCA calculation (ωB97M-V/def2-TZVPD) on 2 unconnected molecules or ions with the total composition H4NOPS2.

Output
Gap between HOMO and LUMO (alpha / beta)   8.39 / 5.85 eV
Total charge   0
Highest occupied orbital energy (alpha / beta)   -0.364 / -0.305 Ha

XYZ file:
```
9
H4NOPS2, DFT ωB97M-V/def2-TZVPD
S -2.31 1.47 0.95
S 0.45 -1.78 1.32
P 0.53 -0.38 -0.29
O 1.61 0.67 0.30
N 0.98 -0.67 -1.70
H 1.95 1.26 -0.34
H -0.48 -1.00 1.90
H 0.52 -1.41 -2.12
H -3.25 1.83 -0.02
```

From a Mulliken analysis of the wavefunction, the atomic charges in e read:
1 S -0.237
2 S -0.209
3 P 0.541
4 O -0.438
5 N -0.565
6 H 0.328
7 H 0.183
8 H 0.247
9 H 0.150

***

It comes down to *i*, which is 2.592 eV more stable than the next structure.

***

*i*
ORCA calculation (ωB97M-V/def2-TZVPD) on a molecular structure, C15H19N7O4RbS2.

Output
Gap between HOMO and LUMO   8.19 eV
Total charge   +1
Highest occupied orbital energy   -0.412 Ha

XYZ file:
```
48
C15H19N7O4RbS2, DFT ωB97M-V/def2-TZVPD
Rb 0.42 0.42 0.14
S -3.85 3.26 -1.20
S 2.25 -2.59 -3.98
O -2.88 -3.20 2.31
O 2.44 0.91 4.43
O -2.22 -1.47 1.05
O 1.40 1.15 2.50
N -1.45 2.57 -1.65
N 1.29 -1.33 -1.98
N -3.97 0.91 0.17
N -0.33 -0.84 2.97
N -0.11 -1.24 -3.85
N -2.00 1.53 -0.92
N 2.49 -1.86 -1.56
C -0.59 -1.96 5.50
C 0.37 -0.98 5.25
C -1.93 4.75 -2.66
C 1.04 -1.61 -3.23
C -2.01 6.02 -1.82
C 5.56 -2.42 -2.97
C -1.41 -2.37 4.47
C -2.15 -2.11 2.07
C 3.10 -2.53 -2.47
C -3.24 1.76 -0.61
C -2.28 3.52 -1.88
C 4.44 -3.17 -2.27
C 0.47 -0.46 3.97
C 1.47 0.60 3.56
C -1.25 -1.77 3.23
H -4.97 0.91 0.08
H 0.99 -0.64 6.06
H -3.43 -3.36 1.52
H 5.62 -1.39 -2.62
H 6.52 -2.90 -2.77
H -0.92 4.59 -3.04
H -2.59 4.83 -3.53
H -3.54 0.01 0.31
H -2.17 -3.12 4.62
H -0.09 -1.16 -4.86
H -0.61 -0.49 -3.40
H -1.34 5.96 -0.96
H -3.02 6.20 -1.45
H 5.42 -2.39 -4.05
H 4.41 -4.21 -2.60
H -0.69 -2.38 6.49
H 4.60 -3.19 -1.19
H -1.71 6.89 -2.41
H 2.43 0.34 5.21
```

From a Mulliken analysis of the wavefunction, the atomic charges in e read:
1 Rb 0.921
2 S -0.195
3 S -0.191
4 O -0.447
5 O -0.443
6 O -0.579
7 O -0.516
8 N -0.314
9 N -0.010
10 N -0.408
11 N 0.029
12 N -0.444
13 N -0.013
14 N -0.271
15 C -0.701
16 C -0.681
17 C -0.398
18 C 0.164
19 C -1.074
20 C -1.039
21 C -0.488
22 C 0.121
23 C 0.322
24 C 0.211
25 C 0.302
26 C -0.451
27 C 0.888
28 C 0.445
29 C 0.486
30 H 0.242
31 H 0.188
32 H 0.383
33 H 0.316
34 H 0.325
35 H 0.236
36 H 0.287
37 H 0.244
38 H 0.466
39 H 0.269
40 H 0.196
41 H 0.313
42 H 0.342
43 H 0.328
44 H 0.305
45 H 0.453
46 H 0.234
47 H 0.333
48 H 0.313

***

*ii*
ORCA calculation (ωB97M-V/def2-TZVPD) on a molecular structure, C15H19N7O4RbS2.

Output
Gap between HOMO and LUMO   8.35 eV
Total charge   +1
Highest occupied orbital energy   -0.414 Ha

XYZ file:
```
48
C15H19N7O4RbS2, DFT ωB97M-V/def2-TZVPD
Rb -0.41 -0.53 -1.45
S 0.63 0.83 3.74
S 4.20 1.04 -3.93
O -5.36 0.33 -1.64
O -0.45 -3.10 -0.04
O -1.33 -4.78 1.08
O -3.22 0.16 -2.28
N -0.55 1.39 1.55
N 1.95 1.36 -5.42
N -2.92 -1.98 -0.53
N -0.18 0.06 1.45
N 2.60 0.13 -2.17
N 1.80 0.51 -3.24
N 0.82 -1.67 2.67
C -4.15 -0.22 -1.62
C -5.11 -2.81 0.95
C -2.82 -3.00 0.32
C -0.20 1.93 2.66
C 5.68 1.30 -0.92
C -3.88 -3.44 1.09
C -0.44 3.36 3.02
C -5.23 -1.77 0.06
C 0.86 4.16 3.20
C -1.44 -3.62 0.42
C 4.93 0.05 -1.38
C -4.09 -1.38 -0.65
C 0.43 -0.37 2.51
C 2.50 0.99 -4.22
C 3.85 0.34 -2.37
H 0.95 1.47 -5.41
H 4.99 2.02 -0.47
H 0.63 5.20 3.43
H -6.16 -1.25 -0.09
H -5.96 -3.13 1.54
H -1.04 3.41 3.93
H 1.61 -1.86 3.26
H 6.19 1.79 -1.75
H 2.45 2.03 -5.98
H 6.43 1.03 -0.18
H 0.77 -2.22 1.82
H 1.46 4.13 2.29
H 4.45 -0.44 -0.53
H -5.34 1.07 -2.27
H -2.18 -5.15 1.31
H -3.78 -4.23 1.82
H 5.63 -0.67 -1.81
H 1.46 3.76 4.02
H -1.04 3.79 2.21
```

From a Mulliken analysis of the wavefunction, the atomic charges in e read:
1 Rb 0.892
2 S -0.198
3 S -0.186
4 O -0.431
5 O -0.455
6 O -0.435
7 O -0.545
8 N -0.394
9 N -0.450
10 N -0.048
11 N 0.061
12 N 0.056
13 N -0.196
14 N -0.397
15 C 0.171
16 C -0.748
17 C 0.881
18 C 0.292
19 C -1.077
20 C -0.647
21 C -0.397
22 C -0.436
23 C -1.062
24 C 0.360
25 C -0.388
26 C 0.490
27 C 0.200
28 C 0.218
29 C 0.092
30 H 0.237
31 H 0.315
32 H 0.330
33 H 0.497
34 H 0.455
35 H 0.284
36 H 0.251
37 H 0.347
38 H 0.244
39 H 0.330
40 H 0.176
41 H 0.308
42 H 0.216
43 H 0.378
44 H 0.302
45 H 0.239
46 H 0.291
47 H 0.342
48 H 0.236

***

It comes down to *ii*, which is 0.168 eV more stable than the next structure.